Entry 1:
Entry from the OMol25 dataset: the molecule C3H2F2I2 at a distorted geometry (ωB97M-V/def2-TZVPD).

Calculated total energy ... -24778.20673 eV
SMILES string ... C=C(I)C(F)(F)I
E_HOMO ... -9.531 eV
F_max ... 0.077 hartree/bohr

Each line ends with the Löwdin charge.
Element x y z (Å)
1 C -1.1588 -0.0576 0.8737  -0.05
2 C 0.0954 -0.1970 0.5598  -0.82
3 I 1.7831 -0.2471 1.7555  0.95
4 C 0.5690 -0.0799 -0.9574  -1.09
5 F -0.2187 -0.7308 -1.7723  0.04
6 F 1.7599 -0.5548 -1.2148  -0.02
7 I 0.4843 2.0106 -1.5126  0.86
8 H -1.2696 -0.0350 1.9496  0.06
9 H -2.0447 -0.1084 0.3185  0.07

Atomic forces in eV per Å
C 0.5 -0.6 2.8
C 2.0 0.4 -3.4
I -0.2 0.1 0.6
C -1.0 0.8 1.7
F -1.8 -0.8 -0.8
F 1.7 -0.3 0.3
I 0.2 0.2 0.0
H -0.6 0.0 0.2
H -0.7 0.2 -1.3

=====

Entry 2:
Entry from the OMol25 dataset: the ion C42H49N4 with charge +1 at a distorted geometry (ωB97M-V/def2-TZVPD).

Calculated total energy ... -50298.85412 eV
E_HOMO ... -9.210 eV
Total charge ... +1
F_max ... 0.167 hartree/bohr

Each line ends with the Löwdin charge.
Element x y z (Å)
1 C 6.5623 1.2428 -0.2426  -0.03
2 C 5.1284 1.6786 -0.2829  -0.24
3 C 4.2807 1.2750 -1.3072  0.03
4 C 2.9127 1.6484 -1.3147  -0.22
5 C 2.0826 1.3166 -2.3934  0.15
6 C 2.4237 2.3329 -0.1881  -0.14
7 N 1.0562 2.5072 -0.2702  0.03
8 C -0.0132 1.5237 -0.3187  -0.21
9 N -1.1563 2.3949 -0.3302  0.03
10 C -2.5172 2.1299 -0.1171  -0.17
11 C -2.9616 1.3945 0.9940  -0.17
12 C -2.0352 0.8990 2.0806  -0.02
13 C -4.3243 1.0905 1.1016  0.00
14 C -5.2429 1.6075 0.1814  -0.27
15 C -6.6937 1.2693 0.2842  -0.04
16 C -4.7885 2.4850 -0.8159  0.01
17 C -3.4341 2.8020 -0.9469  -0.19
18 C -3.0087 3.7815 -2.0024  -0.05
19 C -0.7830 3.7463 -0.1332  0.01
20 C 0.5774 3.8086 -0.1299  -0.01
21 C 3.2757 2.9206 0.7662  -0.16
22 C 2.8374 3.8802 1.8448  -0.04
23 C 4.6322 2.5367 0.7213  0.04
24 H 7.1286 1.8619 0.4624  0.08
25 H 6.6650 0.1956 0.0792  0.07
26 H 7.0222 1.3293 -1.2340  0.09
27 H 4.6638 0.6570 -2.1288  0.13
28 H 0.0363 1.1148 0.7946  0.16
29 H 1.1396 1.8390 -2.5790  0.09
30 H 2.4905 0.6675 -3.1693  0.09
31 H -2.5509 0.1883 2.7453  0.09
32 H -1.2244 0.2834 1.6709  0.04
33 H -1.5832 1.7073 2.6810  0.10
34 H -4.6908 0.4384 1.9092  0.13
35 H -7.2893 1.9399 -0.3487  0.09
36 H -6.8986 0.2345 -0.0324  0.06
37 H -7.0273 1.3721 1.3252  0.09
38 H -5.5018 2.9153 -1.5317  0.13
39 H -3.8380 3.9132 -2.7037  0.08
40 H -2.7683 4.7896 -1.6293  0.08
41 H -2.1507 3.4223 -2.5816  0.09
42 H -1.4879 4.6054 0.0523  0.16
43 H 1.2201 4.7284 -0.0448  0.15
44 H 3.6098 3.9220 2.6189  0.08
45 H 2.7080 4.9169 1.4987  0.08
46 H 1.9070 3.5643 2.3273  0.09
47 H 5.3142 2.8997 1.5038  0.13
48 C -4.7552 -3.3109 2.3505  -0.04
49 N -4.6545 -2.8736 0.9679  -0.13
50 C -5.9388 -2.5954 0.3830  -0.18
51 C -5.8331 -2.5110 -1.1279  -0.15
52 C -4.7293 -1.5597 -1.5759  -0.14
53 C -3.4746 -1.6875 -0.8065  -0.15
54 C -3.4799 -2.4594 0.3859  -0.16
55 C -2.2482 -2.6741 1.0332  -0.01
56 C -1.0871 -2.0071 0.6449  -0.04
57 C -1.1416 -1.0494 -0.4126  -0.15
58 C 0.0478 0.0134 -0.6491  -0.10
59 C 1.3913 -0.8105 -0.3763  -0.19
60 C 2.1890 -1.4711 -1.3353  0.00
61 C 3.4065 -2.0756 -0.9670  -0.15
62 C 3.7903 -2.0684 0.3979  -0.17
63 N 5.0321 -2.5248 0.7498  -0.14
64 C 5.4743 -2.4644 2.1275  -0.06
65 C 6.0574 -2.8077 -0.2325  -0.17
66 C 5.4666 -3.3829 -1.5103  -0.16
67 C 4.3054 -2.5597 -2.0349  -0.15
68 C 2.9495 -1.4674 1.3578  0.00
69 C 1.8000 -0.7897 0.9683  -0.06
70 C -2.3435 -0.9051 -1.1057  0.00
71 H -3.7925 -3.5988 2.7763  0.07
72 H -5.1947 -2.5281 2.9904  0.09
73 H -5.4330 -4.1749 2.4192  0.10
74 H -6.6389 -3.3953 0.6726  0.13
75 H -6.3718 -1.6698 0.8097  0.11
76 H -5.6294 -3.5190 -1.5105  0.13
77 H -6.7947 -2.2019 -1.5404  0.12
78 H -4.5428 -1.7130 -2.6442  0.13
79 H -5.0515 -0.5180 -1.4494  0.10
80 H -2.1487 -3.3620 1.8615  0.10
81 H -0.1212 -2.3528 1.0450  0.12
82 H 0.0059 0.5062 -1.6361  0.12
83 H 1.8002 -1.5942 -2.3690  0.14
84 H 4.7528 -2.9509 2.7974  0.09
85 H 6.4342 -2.9854 2.2326  0.09
86 H 5.6191 -1.4317 2.4861  0.09
87 H 6.6365 -1.8955 -0.4698  0.11
88 H 6.7780 -3.5133 0.2081  0.13
89 H 6.2460 -3.4467 -2.2684  0.12
90 H 5.1128 -4.4031 -1.3223  0.13
91 H 3.7298 -3.1559 -2.7515  0.13
92 H 4.6716 -1.6830 -2.5885  0.11
93 H 3.2063 -1.4697 2.4141  0.10
94 H 1.1273 -0.3977 1.7533  0.12
95 H -2.3303 -0.2812 -2.0159  0.14

Atomic forces in eV per Å
C 0.3 0.0 0.0
C -0.5 -0.5 -1.1
C 1.2 -0.3 0.6
C 0.2 -1.3 -1.1
C 0.7 0.9 0.2
C -1.1 0.1 -0.9
N 1.6 1.0 0.0
C -0.3 0.2 8.6
N 0.1 2.0 -0.5
C -1.4 -0.2 0.4
C -0.3 -0.5 0.2
C 0.3 -0.5 0.1
C 0.0 0.3 -0.4
C 0.5 0.2 -0.2
C -0.5 0.0 0.0
C 0.0 -0.1 0.3
C -0.3 -0.7 0.0
C -0.2 0.1 -0.6
C 1.0 -0.4 0.2
C -1.3 0.8 0.5
C 1.4 0.1 0.3
C 0.0 -0.1 0.4
C -1.5 0.5 0.1
H 0.0 -0.1 -0.2
H -0.1 0.3 -0.1
H 0.0 0.0 0.2
H -0.1 0.2 0.4
H 0.0 1.7 -0.5
H 0.5 -0.2 -0.1
H -0.3 0.2 0.2
H 0.0 0.5 -0.1
H -0.2 0.3 0.2
H -0.3 -0.2 -0.2
H 0.3 0.4 -0.3
H 0.1 -0.2 0.2
H 0.1 0.3 0.1
H -0.1 -0.1 -0.3
H 0.3 -0.1 0.4
H 0.1 0.0 0.0
H -0.1 -0.4 0.0
H 0.0 0.1 0.2
H 0.7 -1.6 -0.5
H -0.7 -1.6 -0.3
H -0.1 -0.1 -0.1
H 0.0 -0.4 -0.1
H 0.1 0.1 -0.1
H -0.4 -0.2 -0.4
C 0.0 -0.2 0.1
N 0.0 -0.8 0.3
C -0.4 0.2 -0.2
C 0.0 -0.3 -0.1
C -0.7 0.6 -0.5
C 1.0 0.1 0.9
C 0.2 0.9 0.4
C 1.0 0.4 -0.3
C -0.1 -0.1 -1.1
C 0.5 1.9 0.9
C 0.4 -2.4 -3.9
C -0.6 2.0 0.7
C -0.7 -0.3 0.6
C -1.6 1.0 0.6
C 0.2 0.7 -0.4
N 0.5 -0.7 0.6
C 0.0 0.0 0.3
C 0.2 0.1 -0.3
C 0.1 -0.4 0.0
C 0.3 -0.2 -0.6
C -0.2 0.2 0.0
C -0.2 -0.9 -0.4
C 0.1 -1.1 -0.5
H -0.3 0.1 -0.1
H 0.2 0.0 -0.2
H 0.2 0.1 -0.1
H 0.2 0.1 -0.1
H 0.2 -0.1 -0.1
H 0.0 0.1 0.0
H 0.0 0.0 0.0
H 0.0 0.1 0.1
H -0.2 -0.1 -0.2
H -0.1 0.0 -0.1
H -0.7 0.6 0.1
H 0.3 -2.8 -2.2
H 0.5 0.3 0.7
H 0.2 0.1 -0.1
H -0.3 0.1 -0.1
H -0.1 -0.1 -0.1
H -0.1 -0.1 0.0
H -0.3 0.2 -0.2
H 0.0 -0.1 0.0
H 0.1 0.1 0.1
H 0.1 0.1 0.0
H 0.1 -0.2 0.0
H 0.1 0.0 -0.3
H 0.5 0.1 -0.5
H -0.3 -0.1 0.6

=====

Entry 3:
Entry from the OMol25 dataset: a cluster of 3 separate species, C21H41NO15P2S2 in total at a distorted geometry (ωB97M-V/def2-TZVPD).

Calculated total energy ... -94882.71540 eV
SMILES string ... CC(=O)OCCC[C@]1(P(O)(O)=S)OS(=O)(=O)O[C@]1(CC(=O)N(C)C)P(C)C.CCOC(=O)OC.CCOC(=O)OC
E_HOMO ... -8.279 eV
F_max ... 0.170 hartree/bohr

Each line ends with the Löwdin charge.
Element x y z (Å)
1 C -2.5171 0.0978 6.5721  -0.02
2 C -3.3885 0.9048 5.4198  -0.27
3 O -3.7586 2.1862 5.6022  -0.02
4 O -3.8505 0.2832 4.1378  -0.13
5 C -2.7893 0.5513 3.1530  -0.19
6 C -3.0757 -0.0739 1.6644  -0.14
7 C -3.7633 -1.5610 1.6528  -0.15
8 C -2.9658 -2.6942 0.7777  -0.45
9 P -4.2972 -4.1155 0.7264  0.44
10 O -3.6014 -5.7066 0.5999  -0.29
11 O -5.1683 -4.0935 2.2747  -0.28
12 S -5.6788 -3.7993 -0.6390  0.26
13 O -1.8224 -3.0321 1.6864  -0.24
14 S -0.3507 -2.2858 1.1446  0.90
15 O 0.9166 -3.1673 1.2574  -0.31
16 O 0.0280 -1.0921 2.1051  -0.34
17 O -0.8324 -1.7234 -0.4252  -0.25
18 C -2.2101 -2.2869 -0.6191  -0.52
19 C -1.8102 -3.7724 -1.2759  -0.06
20 C -0.4529 -3.6709 -2.2481  -0.22
21 O -0.5808 -3.4385 -3.5824  -0.07
22 N 0.9616 -3.8410 -1.7369  -0.21
23 C 2.0034 -3.3473 -2.7179  -0.12
24 C 1.2425 -5.2392 -1.2326  -0.10
25 P -3.3773 -1.2512 -1.7207  0.92
26 C -2.9928 0.6186 -1.6633  -0.30
27 C -3.3458 -1.7884 -3.5532  -0.33
28 H -2.0263 0.8019 7.3716  0.10
29 H -1.6282 -0.4506 6.0201  0.09
30 H -3.2208 -0.6766 7.0966  0.10
31 H -1.7286 0.2317 3.5921  0.13
32 H -2.7459 1.7358 3.0116  0.15
33 H -3.8579 0.6606 1.1421  0.12
34 H -2.0854 0.0259 1.0496  0.10
35 H -4.8432 -1.4562 1.2141  0.12
36 H -3.7729 -1.9472 2.7822  0.14
37 H -4.2425 -6.3242 0.0997  0.10
38 H -5.1134 -4.9950 2.7120  0.09
39 H -2.7013 -4.1463 -1.9375  0.11
40 H -1.4999 -4.5493 -0.4246  0.13
41 H 2.1812 -4.0865 -3.6216  0.10
42 H 1.7334 -2.2779 -3.1703  0.10
43 H 3.0782 -3.1988 -2.2214  0.11
44 H 2.4182 -5.3987 -1.1012  0.12
45 H 0.7351 -5.3443 -0.1706  0.09
46 H 0.7799 -5.9964 -2.0096  0.11
47 H -3.8771 1.1228 -1.0436  0.05
48 H -1.9389 0.8226 -1.1926  0.05
49 H -3.0903 1.0611 -2.7558  0.07
50 H -2.3116 -1.5363 -4.0936  0.06
51 H -3.6190 -2.9468 -3.6458  0.06
52 H -4.1681 -1.2383 -4.2214  0.07
53 C 0.0205 6.0304 -1.6889  -0.07
54 C 1.0112 5.7115 -2.7945  -0.21
55 O 1.8450 4.6069 -2.4240  0.01
56 C 1.2905 3.3773 -2.5715  -0.54
57 O 0.1696 3.1409 -2.9940  0.11
58 O 2.1902 2.4564 -2.1462  -0.01
59 C 1.7037 1.1162 -2.1778  -0.04
60 H 0.5397 6.1783 -0.7363  0.08
61 H -0.5492 6.9329 -1.9272  0.08
62 H -0.6851 5.2069 -1.5410  0.07
63 H 1.6725 6.5709 -2.9487  0.12
64 H 0.5057 5.5190 -3.7477  0.12
65 H 1.3049 0.8607 -3.1644  0.10
66 H 0.9413 0.9790 -1.4047  0.09
67 H 2.5406 0.4462 -1.9619  0.10
68 C 6.0633 2.0769 2.8990  -0.07
69 C 7.2287 2.6324 2.0999  -0.22
70 O 6.9435 2.5956 0.6963  0.02
71 C 6.1531 3.5957 0.2314  -0.55
72 O 5.6851 4.5083 0.8940  0.11
73 O 5.9541 3.3929 -1.0944  0.00
74 C 5.0731 4.3382 -1.6974  -0.05
75 H 5.7876 1.0808 2.5376  0.08
76 H 6.3169 2.0124 3.9607  0.08
77 H 5.1758 2.7090 2.7948  0.08
78 H 8.1118 2.0047 2.2611  0.12
79 H 7.4920 3.6470 2.4202  0.12
80 H 5.3907 5.3653 -1.4927  0.10
81 H 4.0506 4.1717 -1.3444  0.08
82 H 5.0959 4.1813 -2.7795  0.10

Atomic forces in eV per Å
C 0.1 -0.3 -1.1
C -2.2 6.4 0.6
O 2.5 -8.3 -1.1
O 2.4 0.8 2.2
C 1.4 1.3 -0.8
C -0.9 0.9 -0.1
C 0.0 0.4 0.2
C 0.9 1.7 2.1
P -2.5 -2.0 0.2
O -1.7 1.7 -0.1
O 2.6 -1.4 -1.9
S 1.4 -0.3 0.9
O 1.8 0.8 -2.3
S 5.8 2.3 4.8
O -5.5 1.6 -1.7
O -3.0 -3.6 -4.1
O -1.2 -1.3 4.0
C 0.7 -2.7 -1.7
C 1.0 -0.4 -0.7
C 0.8 0.8 -6.0
O 0.2 -1.0 7.9
N -1.8 0.1 -1.4
C 1.1 0.7 -1.2
C -0.2 -0.4 0.6
P -1.6 0.4 -0.5
C 0.0 0.9 -0.1
C 0.9 -0.3 -1.9
H -1.4 -1.1 -1.8
H -2.0 0.9 1.1
H 1.4 1.4 -1.1
H -2.3 0.3 -1.1
H 0.0 -2.5 0.2
H 1.7 -1.6 1.2
H -1.8 -0.3 1.3
H 2.0 -0.3 1.1
H -0.2 0.7 -2.7
H 1.1 1.7 1.0
H 0.1 1.4 -0.8
H 1.9 0.5 1.4
H -1.0 1.8 -1.7
H -0.6 1.4 1.7
H 0.3 -2.5 1.1
H -2.6 -0.5 -0.5
H -2.8 0.4 -0.4
H 1.1 0.0 -2.2
H 1.2 1.1 1.7
H 2.2 -1.1 -1.2
H -2.1 0.0 -1.0
H 0.5 -1.0 2.2
H -2.2 -0.9 1.2
H 0.9 2.6 0.3
H 1.5 -0.9 2.0
C -0.1 -0.2 0.2
C -0.5 0.6 0.0
O -0.2 -1.1 -0.3
C -0.5 0.0 0.0
O 1.6 0.3 0.5
O -0.6 0.9 -0.4
C -0.1 -0.6 0.0
H 0.0 0.1 -0.2
H 0.1 -0.1 0.0
H 0.1 0.1 -0.1
H 0.1 -0.4 0.1
H 0.1 -0.2 0.2
H -0.1 0.2 0.2
H 0.0 0.0 -0.2
H 0.0 0.4 0.0
C -0.3 0.1 -0.1
C 0.0 -0.1 0.7
O -0.4 0.8 -0.6
C -0.3 0.2 0.3
O 0.7 -1.2 -0.9
O 0.4 0.1 1.1
C -0.5 0.4 -0.3
H 0.2 0.1 0.1
H 0.0 0.0 -0.1
H 0.2 0.0 0.0
H -0.1 0.1 -0.4
H -0.2 -0.1 -0.2
H -0.1 -0.2 0.1
H 0.3 0.2 0.0
H 0.1 -0.2 0.3

=====

Entry 4:
Entry from the OMol25 dataset: a cluster of 2 separate species, C2H8NO in total at a distorted geometry (ωB97M-V/def2-TZVPD).

Spin multiplicity ... 2
Calculated total energy ... -5736.01452 eV
E_HOMO (spin up / spin down) ... 4.548 / 0.261 eV
Total charge ... -2
F_max ... 0.024 hartree/bohr

Each line ends with the Löwdin charge.
Element x y z (Å)
1 O -0.6409 2.4582 1.4433  -0.65
2 H -0.2354 3.3298 1.5289  -0.24
3 C 0.2405 -0.6612 -1.4369  -0.61
4 C -0.0107 -0.0817 -0.0293  -0.41
5 N 0.4320 -1.0624 0.9988  -0.07
6 H 1.2399 -0.4329 -1.8207  -0.05
7 H -0.4604 -0.2301 -2.1631  -0.05
8 H 0.0386 -1.7401 -1.4593  -0.08
9 H -1.0821 0.0917 0.0846  0.07
10 H 0.4834 0.8744 0.0799  0.06
11 H -0.1658 -1.8768 0.8753  -0.01
12 H 0.1609 -0.6689 1.8985  0.03

Atomic forces in eV per Å
O 0.0 0.2 0.2
H 0.0 0.0 0.0
C -0.5 0.2 0.3
C 0.0 -0.9 -0.8
N 0.0 0.4 0.1
H 0.1 -0.3 0.0
H 0.1 0.1 -0.1
H 0.2 0.0 -0.1
H 0.0 0.3 0.0
H -0.1 0.1 0.3
H 0.1 -0.1 0.0
H 0.1 0.1 0.0

=====

What is the calculated total energy in the fourth record?
-5736.01452 eV